Entry from the Open Molecules 2025 dataset: a structure of composition C45H108CrF6N8O19S2 at a distorted geometry (ωB97M-V/def2-TZVPD).

Computed properties:
**HOMO energy (spin up / spin down)**: -8.031 / -8.031 eV
**Orbital gap (spin up / spin down)**: 0.2521 / 0.2646 hartree
**Multiplicity**: 5

```
189
Properties=species:S:1:pos:R:3:forces:R:3
Cr -0.626140 -25.184010 -13.257720 -0.834 0.926 1.957
C 3.277280 -27.431720 -13.392700 0.620 -1.590 0.993
F 2.225850 -28.140750 -13.916820 0.589 1.333 -0.017
F 3.742980 -28.228140 -12.396140 -0.893 1.241 0.189
F 4.302400 -27.446110 -14.251340 -0.932 1.003 -0.485
S 2.768390 -25.557060 -12.847480 -2.521 -2.260 -1.877
O 3.699310 -25.133740 -11.894270 0.993 0.208 1.350
O 2.713370 -24.851060 -14.080740 -0.484 0.020 -0.994
N 1.092940 -25.790750 -12.288420 5.189 0.392 0.779
S 1.290430 -25.859060 -10.634760 -1.596 -1.786 4.746
O -0.036640 -26.231320 -10.150370 1.337 0.693 -0.830
O 2.363200 -26.639430 -9.989320 -1.193 1.041 -2.648
C 1.726450 -24.075900 -9.946320 -2.003 0.190 0.550
F 1.509680 -23.201330 -10.907480 0.179 0.165 -0.654
F 0.889240 -23.688360 -8.887630 1.563 -1.311 -1.666
F 2.974880 -24.028940 -9.584540 0.075 -0.095 0.494
C -2.747040 -24.176390 -9.340780 1.052 -0.164 -0.907
C -2.204840 -23.562050 -10.660280 -1.908 3.342 0.134
O -2.561530 -22.394480 -10.942170 0.400 -1.469 0.553
O -1.459220 -24.239680 -11.431490 1.380 -2.289 -2.168
H -3.146590 -23.434610 -8.649250 0.079 0.071 -0.361
H -1.908990 -24.705120 -8.886680 -0.170 -0.148 0.199
H -3.520350 -24.895710 -9.610370 -0.030 -0.028 0.093
C 8.173940 -28.563770 -14.536320 -0.831 -0.213 -0.461
C 7.647490 -27.228830 -13.958480 1.736 -0.894 -0.721
C 7.082470 -27.298050 -12.571200 -1.761 -0.913 0.353
O 8.781400 -26.444850 -13.867490 1.999 2.201 1.004
H 7.399210 -29.323460 -14.640010 -0.008 -0.191 0.301
H 9.059020 -28.950770 -14.031370 -0.327 0.055 0.572
H 8.527360 -28.416920 -15.556920 -0.086 0.365 -0.212
H 7.027820 -26.725550 -14.700660 -0.947 -0.381 0.212
H 7.702020 -27.601050 -11.727130 0.773 0.039 -0.575
H 6.333760 -28.088100 -12.629150 -0.301 -0.065 0.217
H 6.537560 -26.423600 -12.215510 0.144 0.343 -0.412
H 9.331510 -26.390470 -14.652350 -0.371 -0.282 -0.244
C 5.265220 -21.030270 -11.312130 0.991 0.339 -0.066
C 5.229060 -21.057790 -12.823630 2.114 -1.213 0.077
C 5.948140 -22.345040 -13.328930 -0.438 -0.148 -0.576
O 5.865600 -22.487410 -14.777390 -1.112 -0.082 0.954
C 6.003000 -23.872040 -15.206640 0.992 2.192 0.654
N 3.859610 -21.039450 -13.165440 -0.618 -0.195 -1.687
H 5.311620 -19.981540 -11.018660 -0.126 -0.146 0.466
H 6.159940 -21.546800 -10.964610 0.041 0.087 0.393
H 4.369530 -21.504640 -10.911120 0.051 0.059 0.070
H 5.807750 -20.264850 -13.297410 -0.332 0.608 0.196
H 5.439050 -23.162500 -12.818340 -0.278 -0.505 -0.162
H 6.985400 -22.430460 -13.005070 0.320 0.347 -0.059
H 5.786240 -23.908440 -16.274250 -0.233 -0.069 0.140
H 5.379590 -24.520990 -14.591550 0.128 -0.215 -0.175
H 7.079550 -23.961480 -15.061210 0.060 -1.401 -0.072
H 3.582740 -21.988470 -12.958560 -0.859 -0.265 0.613
H 3.886950 -21.118730 -14.171960 -0.631 0.565 -0.717
C -1.560540 -33.229370 -11.744330 1.165 -0.746 -0.439
C -0.916390 -33.428710 -10.356970 -0.463 1.712 -0.480
C -0.254710 -32.066050 -9.726450 1.020 -2.117 -1.220
O 0.689230 -31.624660 -10.725520 -0.242 0.981 -0.462
C 1.730430 -30.657990 -10.398220 -0.749 -0.991 1.418
N -1.959520 -33.938190 -9.508670 -0.429 -0.620 1.531
H -0.763600 -33.474940 -12.446240 0.207 1.093 -0.428
H -2.074430 -32.291140 -11.953490 0.204 -0.062 0.138
H -2.190620 -34.078120 -12.010260 -0.674 0.064 0.595
H -0.136110 -34.170010 -10.529430 0.504 0.228 0.295
H 0.323810 -32.393000 -8.862430 -0.039 -0.036 0.373
H -0.971910 -31.323310 -9.377070 -0.243 0.105 -0.478
H 2.548380 -31.211390 -9.936910 0.361 -0.061 -0.273
H 1.435320 -29.964090 -9.611130 -0.468 0.226 -0.080
H 2.089620 -30.063510 -11.238270 -0.390 -0.473 -0.293
H -1.586330 -34.445650 -8.719170 0.483 0.535 0.708
H -2.452760 -34.722680 -9.910400 -0.270 0.289 -0.925
C -3.029230 -27.489100 -8.396650 1.335 -0.663 -0.407
O -3.082830 -27.690030 -6.997880 -1.212 0.611 0.275
C -4.161920 -27.047340 -6.318850 -0.537 -0.309 0.770
C -5.427820 -27.909540 -6.182740 -0.864 -1.778 -0.717
N -6.752660 -27.314200 -6.203780 -1.579 1.225 0.213
C -7.897390 -28.124870 -5.610580 0.984 1.341 0.482
C -9.140630 -27.271510 -5.128240 0.902 -0.271 -0.547
O -8.765340 -26.733230 -3.892890 0.891 0.671 1.070
C -9.701810 -26.054320 -3.024940 0.799 -1.506 -1.202
H -2.125810 -26.930900 -8.642290 -0.091 0.473 0.114
H -3.869810 -27.033120 -8.919720 -0.364 -0.045 0.557
H -2.804370 -28.460980 -8.835940 -0.452 -0.290 -0.174
H -4.422980 -26.069410 -6.723320 0.253 0.149 -0.190
H -3.851650 -26.967950 -5.276960 0.508 0.615 -0.154
H -5.362520 -28.511600 -5.276450 0.449 -0.312 0.198
H -5.470460 -28.602630 -7.022930 0.493 -0.355 -0.065
H -6.735120 -26.453500 -5.675590 -0.069 0.237 0.144
H -7.559510 -28.499100 -4.644210 0.149 -0.572 0.116
H -8.124020 -28.975110 -6.253880 -0.263 0.260 -0.133
H -9.980320 -27.955380 -5.004310 -0.281 -0.078 -0.137
H -9.399760 -26.436300 -5.778920 -0.130 -0.203 -0.548
H -9.115810 -25.896870 -2.119450 -0.355 0.207 -0.013
H -10.490370 -26.789290 -2.863430 -0.474 0.385 0.389
H -10.075310 -25.124930 -3.454860 -0.042 0.040 0.017
C -2.071480 -27.702860 -11.605040 -1.086 0.290 0.829
O -1.496700 -27.138390 -12.761430 0.494 -0.541 -2.028
C -1.080250 -28.076270 -13.795980 -0.444 -0.044 0.219
C -0.955790 -27.394610 -15.154280 -0.445 1.005 -0.414
N -0.037460 -26.168640 -15.138350 -0.543 -1.691 -0.008
C -0.122440 -25.488360 -16.433920 -0.768 0.060 -1.210
C 0.466460 -26.243030 -17.637530 0.641 0.587 0.788
O 1.875260 -26.452560 -17.344550 -2.452 -1.384 0.038
C 2.665690 -25.329440 -17.478260 1.945 0.330 -0.034
H -2.440200 -26.828480 -11.068760 0.297 -0.193 0.357
H -1.413220 -28.307080 -10.980780 0.438 0.294 -0.234
H -2.950970 -28.307230 -11.827170 -0.033 -0.141 -0.506
H -1.804140 -28.886740 -13.881020 -0.364 0.117 -0.010
H -0.169520 -28.584250 -13.478770 0.327 0.336 -0.059
H -1.862280 -27.034650 -15.640930 -0.931 0.486 1.240
H -0.817120 -28.092830 -15.979730 1.508 -0.545 0.387
H 0.874780 -26.601780 -15.155800 0.811 0.272 0.564
H 0.382800 -24.522580 -16.444490 -0.204 0.033 0.566
H -1.186690 -25.368340 -16.636550 -0.097 0.528 -0.043
H 0.267500 -25.653410 -18.532450 0.581 0.626 -0.060
H -0.090530 -27.135350 -17.923230 0.668 -0.700 0.672
H 2.808450 -25.146120 -18.543210 -0.047 0.738 0.051
H 3.637460 -25.573430 -17.049030 0.258 -0.572 -0.353
H 2.496710 -24.467010 -16.833470 -1.132 0.326 -0.359
C 1.383240 -19.765160 -16.661600 0.945 1.148 1.666
O 2.046590 -19.212230 -15.489000 0.581 -0.019 -1.105
C 2.238210 -17.796390 -15.421290 0.291 -0.910 1.416
C 2.834950 -17.562610 -13.977020 -1.804 -0.833 -0.913
N 1.906910 -18.046100 -12.920550 1.826 0.189 -0.608
C 2.703900 -17.997460 -11.711520 -2.023 -1.778 1.264
C 1.844600 -18.657770 -10.602450 0.100 -0.131 1.498
O 1.510990 -20.029850 -10.846820 -0.114 -0.486 -0.060
C 0.355570 -20.606450 -10.163530 -0.132 2.071 -0.133
H 0.328710 -19.634030 -16.418960 -0.265 -0.553 -0.688
H 1.767280 -20.783800 -16.716410 -0.585 -0.127 0.032
H 1.669420 -19.268520 -17.588710 -0.084 0.262 -0.050
H 1.278420 -17.309190 -15.593190 -0.211 0.329 0.334
H 2.920420 -17.404420 -16.175640 0.287 -0.208 -0.217
H 3.243440 -16.559280 -13.856280 -0.396 0.572 0.033
H 3.695910 -18.206990 -13.799200 0.049 -0.218 -0.698
H 1.057730 -17.543540 -12.705070 -0.056 0.501 -0.734
H 2.915070 -16.952040 -11.486550 0.501 0.024 0.660
H 3.586330 -18.636140 -11.750280 0.168 0.317 -0.568
H 1.013740 -18.020780 -10.299100 -0.937 -0.054 -0.807
H 2.356500 -18.630790 -9.640510 0.856 -0.052 0.148
H -0.520890 -20.441600 -10.790230 -0.065 -0.336 -0.139
H 0.149480 -20.038880 -9.256060 0.116 0.136 0.316
H 0.396960 -21.650890 -9.854450 0.661 0.340 -0.555
C 1.775450 -20.456860 -4.406670 0.652 -1.164 -0.119
O 2.366040 -21.573510 -5.133140 -0.541 2.053 0.846
C 2.376620 -21.450880 -6.568820 0.299 -2.308 1.126
C 3.563800 -22.353190 -6.943560 1.075 2.216 0.170
N 4.807920 -21.762150 -6.384390 1.083 -0.172 -0.725
C 5.969190 -22.698650 -6.524570 -0.598 -0.810 -1.239
C 6.505220 -23.096050 -7.984750 -0.884 2.144 1.131
O 7.541670 -24.015250 -7.824900 -0.525 -1.464 0.405
C 7.486750 -25.101660 -8.806970 1.065 2.338 0.684
H 2.511230 -19.666410 -4.258600 -0.037 0.229 -0.332
H 1.530620 -20.825430 -3.410520 -0.044 -0.164 -0.041
H 0.854490 -20.083580 -4.854560 0.059 0.045 -0.275
H 2.457440 -20.459860 -7.015400 0.071 0.177 0.444
H 1.455170 -21.971180 -6.830200 -0.167 0.330 -0.864
H 3.703810 -22.191310 -8.012340 -0.274 -1.188 -0.218
H 3.495650 -23.344790 -6.496130 -0.675 -0.442 -0.794
H 4.656350 -21.628480 -5.394820 0.043 0.041 0.152
H 5.660710 -23.654330 -6.100750 0.199 -0.388 0.311
H 6.878550 -22.367870 -6.022820 -0.336 0.325 0.291
H 6.880650 -22.170030 -8.420230 0.364 0.250 -0.131
H 5.721530 -23.369160 -8.691390 -0.230 -0.711 0.240
H 7.890650 -24.529100 -9.641910 -0.453 -0.931 -1.060
H 6.466390 -25.469090 -8.916330 0.196 -0.208 -0.151
H 8.248080 -25.826610 -8.519000 -0.425 -0.187 0.121
C -0.591240 -23.354730 -4.830820 0.121 -0.050 0.079
O -0.226290 -24.274910 -5.844890 -0.162 2.541 0.793
C -0.410270 -25.606740 -5.595910 0.417 -0.621 0.598
C 0.076670 -26.206260 -6.843460 -0.064 -0.905 -2.305
N 1.551580 -26.207160 -7.037940 -0.452 0.405 0.505
C 2.143920 -27.448910 -6.715850 -0.776 -3.620 0.838
C 3.621810 -27.476940 -6.581040 0.818 0.709 0.093
O 3.833960 -26.796020 -5.376290 2.820 1.782 1.441
C 5.254280 -26.594320 -4.993170 -1.123 0.565 -0.261
H -0.298980 -23.698290 -3.838520 0.465 -0.013 0.089
H -1.661120 -23.167120 -4.739960 -0.375 -0.231 -0.449
H -0.113960 -22.405560 -5.074480 0.091 -0.147 0.156
H -1.421820 -25.871030 -5.287670 -0.414 0.013 -0.416
H 0.233110 -26.026680 -4.822730 0.316 0.337 0.784
H -0.203310 -25.579750 -7.690330 -0.934 -0.212 0.157
H -0.416550 -27.175300 -6.919550 0.541 -0.394 -0.462
H 1.870990 -25.612090 -6.286960 0.405 0.689 -0.075
H 1.829060 -28.334680 -7.267550 -0.133 0.483 -1.504
H 1.733630 -27.851890 -5.789910 0.106 0.271 1.077
H 4.029150 -26.986480 -7.465140 0.406 0.455 -0.051
H 4.192220 -28.394590 -6.437330 -0.791 -0.889 -0.614
H 5.301140 -25.927610 -4.132130 -0.592 -0.578 0.502
H 5.876110 -25.987800 -5.651620 -0.414 -0.220 -1.102
H 5.798110 -27.522320 -4.816600 -0.333 -0.245 0.120
```
Forces are in eV/Å.

Atomic partial charges in e from the Löwdin method, atoms 1 to 8:
1. Cr 0.99
2. C -0.53
3. F 0.09
4. F 0.10
5. F 0.13
6. S 0.64
7. O -0.25
8. O -0.29